w.
# C2H3BrN2S

2 unconnected molecules or ions with the total composition C2H3BrN2S (ωB97M-V/def2-TZVPD, the OMol25 dataset).

Computed properties:
**Gap between HOMO and LUMO**: 0.2877 Ha
**LUMO energy**: -0.8 eV

```
! RIJCOSX wB97M-V def2-TZVPD def2/J DEFGRID3
* xyz 0 1
C -2.326 0.370 0.764
C 2.309 -0.351 -0.560
N -1.519 0.190 -0.182
N -0.811 -0.123 -1.023
S 1.840 1.134 -0.245
Br 4.133 -0.921 -0.024
H -2.136 0.208 1.776
H -3.318 0.657 0.475
H 1.829 -1.164 -0.982
*
```

***

x.
# C2H3BrN2S

A molecular structure, C2H3BrN2S (ωB97M-V/def2-TZVPD, the OMol25 dataset).

Computed properties:
**Gap between HOMO and LUMO**: 0.3168 Ha
**LUMO energy**: -0.1 eV

```
! RIJCOSX wB97M-V def2-TZVPD def2/J DEFGRID3
* xyz 0 1
C -0.010 0.244 -1.681
C -0.055 -0.235 0.890
N -1.221 -0.015 -1.606
N -1.685 -0.263 -0.367
S 1.147 0.013 -0.317
Br -2.576 -1.840 -0.396
H 0.439 0.465 -2.547
H -0.394 0.596 1.568
H -0.103 -1.215 1.457
*
```

***

Energetically preferred structure: w | next structure: +0.671 eV

***

w.
# C3H4N2O2S

A single C3H4N2O2S molecule (ωB97M-V/def2-TZVPD, the OMol25 dataset).

Computed properties:
**SMILES string**: O/N=C1/COC=NS1
**Gap between HOMO and LUMO**: 0.3624 Ha
**LUMO energy**: 0.7 eV

```
! RIJCOSX wB97M-V def2-TZVPD def2/J DEFGRID3
* xyz 0 1
C -0.612 0.450 0.228
C 0.533 1.446 0.518
C 2.076 -0.127 -0.409
H -2.397 -0.876 -0.541
H 0.230 2.409 0.183
H 0.828 1.512 1.564
H 3.080 -0.157 -0.809
N -1.758 0.885 -0.137
N 1.489 -1.218 -0.155
O -2.786 -0.002 -0.397
O 1.651 1.153 -0.295
S -0.172 -1.274 0.323
*
```

***

x.
# C3H4N2O2S

2 unconnected molecules or ions with the total composition C3H4N2O2S (ωB97M-V/def2-TZVPD, the OMol25 dataset).

Computed properties:
**SMILES string**: N=[S@@H](=O)C#[N+][O-].C#C
**Gap between HOMO and LUMO**: 0.3681 Ha
**LUMO energy**: -0.3 eV

```
! RIJCOSX wB97M-V def2-TZVPD def2/J DEFGRID3
* xyz 0 1
C -0.913 -2.149 -0.458
C -0.674 -1.961 -1.603
C 1.575 -0.269 -0.253
N 2.260 -1.167 -0.040
N 1.644 1.647 1.642
O 2.301 2.047 -0.726
O 2.957 -2.141 0.009
S 1.475 1.381 0.195
H -1.319 -2.134 0.489
H -0.280 -1.664 -2.510
H 2.440 2.103 2.069
H 0.220 1.801 -0.132
*
```

***

Energetically preferred structure: w | next structure: +5.635 eV

***

w.
# C4H8N2O2S

A molecular structure, C4H8N2O2S (ωB97M-V/def2-TZVPD, the OMol25 dataset).

Computed properties:
**Gap between HOMO and LUMO**: 0.3599 Ha
**LUMO energy**: 0.3 eV

```
! RIJCOSX wB97M-V def2-TZVPD def2/J DEFGRID3
* xyz 0 1
C 0.173 0.103 -1.225
C 0.338 1.226 -0.062
C 1.369 -1.897 -1.764
C 0.150 -0.140 1.922
N 0.905 -1.093 -0.897
N -0.246 0.839 1.135
O -2.744 1.184 0.342
O -2.425 0.557 2.684
S -2.277 1.555 1.670
H -0.873 -0.238 -1.411
H 0.668 0.350 -2.164
H 1.424 1.252 0.060
H -0.085 2.076 -0.453
H 1.818 -2.835 -1.603
H 1.035 -1.718 -2.808
H -0.331 -0.447 2.841
H 1.101 -0.774 1.732
*
```

***

x.
# C4H8N2O2S

A single C4H8N2O2S molecule (ωB97M-V/def2-TZVPD, the OMol25 dataset).

Computed properties:
**SMILES string**: O=C1N[C@H](O)[C@@H](CS)N1
**Gap between HOMO and LUMO**: 0.3832 Ha
**LUMO energy**: 0.7 eV

```
! RIJCOSX wB97M-V def2-TZVPD def2/J DEFGRID3
* xyz 0 1
C -1.015 -1.389 0.941
C -0.008 0.224 -0.539
C -0.020 0.782 0.912
C 1.476 0.294 -1.204
N -0.587 -1.092 -0.353
N -0.799 -0.249 1.696
O -1.471 -2.462 1.295
O -0.597 2.111 0.867
S 1.273 -0.618 -2.770
H -0.727 0.847 -1.112
H 0.979 0.917 1.394
H 1.999 -0.305 -0.445
H 1.924 1.219 -1.094
H -0.254 -1.857 -0.896
H -0.942 -0.186 2.630
H -1.255 2.168 1.449
H 0.024 -0.406 -2.774
*
```

***

Energetically preferred structure: x | next structure: +2.403 eV

***

w.
# C2H9NS

A molecular structure, C2H9NS (ωB97M-V/def2-TZVPD, the OMol25 dataset).

Computed properties:
**Gap between HOMO and LUMO (alpha / beta)**: 0.3037 / 0.1485 Ha
**LUMO energy (alpha / beta)**: -5.2 / -9.4 eV

```
! RIJCOSX wB97M-V def2-TZVPD def2/J DEFGRID3
* xyz 1 2
N -0.592 1.854 1.145
H 0.050 2.470 1.538
H -4.865 -3.679 3.892
H -1.238 2.428 0.519
H -0.116 1.189 0.566
C 1.696 -0.647 -1.000
C 1.605 0.249 -2.174
S 1.319 -1.526 -2.544
H -4.733 -3.199 3.246
H 2.715 -0.755 -0.604
H 1.039 -0.158 -0.113
H 2.433 0.985 -2.399
H 0.688 0.790 -2.071
*
```

***

x.
# C2H9NS

A molecular structure, C2H9NS (ωB97M-V/def2-TZVPD, the OMol25 dataset).

Computed properties:
**Gap between HOMO and LUMO (alpha / beta)**: 0.2571 / 0.1806 Ha
**LUMO energy (alpha / beta)**: -6.8 / -8.7 eV

```
! RIJCOSX wB97M-V def2-TZVPD def2/J DEFGRID3
* xyz 1 2
N 2.167 -0.449 -2.198
H 2.775 -0.251 -1.405
H -5.602 -0.909 -3.153
H 1.643 -1.264 -1.902
H 1.524 0.334 -2.292
C -1.171 1.072 0.136
C -1.266 0.147 1.225
S 0.466 -0.200 1.067
H -4.927 -0.595 -3.148
H -1.425 0.716 -0.852
H -0.722 2.052 0.284
H -1.790 -0.772 0.981
H -1.638 0.495 2.192
*
```

***

Energetically preferred structure: x | next structure: +0.569 eV

***

w.
# C21H26N2O2

A single C21H26N2O2 molecule (ωB97M-V/def2-TZVPD, the OMol25 dataset).

Computed properties:
**SMILES string**: CCCCOc1cccc(C(=O)Nc2ccccc2N2CCCC2)c1
**Gap between HOMO and LUMO**: 0.3224 Ha
**LUMO energy**: 0.8 eV

```
! RIJCOSX wB97M-V def2-TZVPD def2/J DEFGRID3
* xyz 0 1
C -8.127 -1.573 0.932
C -6.961 -0.931 0.191
C -6.559 0.401 0.819
C -5.372 1.033 0.098
O -4.247 0.204 0.303
C -3.072 0.522 -0.293
C -2.020 -0.368 -0.079
C -0.769 -0.140 -0.626
C -0.562 0.984 -1.426
C -1.605 1.862 -1.644
C -2.853 1.650 -1.080
H -3.642 2.361 -1.266
H -1.453 2.731 -2.267
H 0.389 1.161 -1.906
C 0.300 -1.148 -0.341
O 0.047 -2.315 -0.120
N 1.550 -0.612 -0.320
C 2.781 -1.237 -0.111
C 2.959 -2.610 -0.188
C 4.228 -3.150 -0.063
C 5.321 -2.323 0.122
C 5.148 -0.952 0.222
C 3.882 -0.391 0.135
N 3.625 0.991 0.224
C 4.681 1.944 -0.052
C 3.970 3.288 0.139
H 3.519 3.611 -0.798
C 2.881 2.994 1.189
H 3.035 3.559 2.107
C 2.997 1.486 1.443
H 2.035 1.006 1.623
H 3.641 1.295 2.317
H 1.894 3.242 0.801
H 4.662 4.062 0.467
H 5.517 1.865 0.661
H 5.064 1.799 -1.062
H 6.008 -0.318 0.379
H 6.313 -2.742 0.199
H 4.361 -4.219 -0.126
H 2.103 -3.242 -0.355
H 1.646 0.385 -0.467
H -2.186 -1.248 0.521
H -5.178 2.038 0.500
H -5.589 1.119 -0.976
H -7.398 1.099 0.787
H -6.283 0.242 1.863
H -7.239 -0.768 -0.853
H -6.101 -1.601 0.208
H -8.396 -2.520 0.470
H -8.998 -0.921 0.913
H -7.863 -1.760 1.970
*
```

***

x.
# C21H26N2O2

A single C21H26N2O2 molecule (ωB97M-V/def2-TZVPD, the OMol25 dataset).

Computed properties:
**SMILES string**: COc1c(C)cc(C(=O)[C@@H]2CCCN(Cc3ccccn3)C2)cc1C
**Gap between HOMO and LUMO**: 0.3386 Ha
**LUMO energy**: 0.6 eV

```
! RIJCOSX wB97M-V def2-TZVPD def2/J DEFGRID3
* xyz 0 1
C -6.330 -1.828 0.582
H -7.350 -1.653 0.930
O -6.026 -0.757 -0.287
C -4.738 -0.288 -0.341
C -3.607 -1.095 -0.515
C -2.357 -0.495 -0.545
C -2.201 0.883 -0.436
C -3.348 1.671 -0.330
C -4.606 1.109 -0.277
C -5.834 1.956 -0.151
H -6.422 1.643 0.710
H -6.461 1.835 -1.033
H -5.569 3.003 -0.043
H -3.226 2.743 -0.273
C -0.892 1.578 -0.450
O -0.817 2.769 -0.665
C 0.338 0.747 -0.128
C 1.616 1.551 -0.364
N 2.775 0.727 -0.078
C 4.017 1.374 -0.462
C 5.160 0.397 -0.457
N 6.310 0.819 0.050
C 7.341 -0.009 0.056
C 7.284 -1.303 -0.434
C 6.080 -1.749 -0.960
C 5.000 -0.885 -0.976
H 4.040 -1.180 -1.370
H 5.989 -2.752 -1.352
H 8.152 -1.943 -0.404
H 8.253 0.391 0.480
H 3.897 1.757 -1.482
H 4.276 2.224 0.190
C 2.789 0.346 1.323
C 1.561 -0.497 1.646
C 0.291 0.287 1.334
H -0.594 -0.325 1.517
H 0.234 1.166 1.981
H 1.580 -0.785 2.699
H 1.587 -1.405 1.041
H 3.698 -0.231 1.514
H 2.808 1.237 1.978
H 1.655 1.863 -1.411
H 1.591 2.462 0.257
H 0.365 -0.133 -0.776
H -1.497 -1.130 -0.693
C -3.701 -2.579 -0.732
H -4.518 -2.814 -1.410
H -2.776 -2.946 -1.172
H -3.860 -3.114 0.204
H -6.298 -2.794 0.072
H -5.660 -1.848 1.445
*
```

***

Energetically preferred structure: w | next structure: +0.616 eV

***

w.
# C6H13NO3S

2 unconnected molecules or ions with the total composition C6H13NO3S (ωB97M-V/def2-TZVPD, the OMol25 dataset).

Computed properties:
**Gap between HOMO and LUMO**: 0.3675 Ha
**LUMO energy**: 0.5 eV

```
! RIJCOSX wB97M-V def2-TZVPD def2/J DEFGRID3
* xyz 0 1
C -1.156 0.769 1.785
C -0.375 1.075 0.743
C -1.202 1.658 3.048
C 2.036 -0.716 -0.560
C 1.158 0.314 -1.223
C -0.222 0.328 -0.511
N -1.147 -0.368 -1.078
O 0.164 -2.934 -1.800
O -0.418 -1.467 -3.584
O -1.572 -3.651 -3.544
S -1.058 -2.497 -2.436
H -1.660 -0.242 1.834
H 0.108 2.093 0.824
H -2.228 1.416 3.539
H -1.040 2.776 2.915
H -0.473 1.293 3.643
H 2.045 -0.425 0.513
H 1.605 -1.784 -0.700
H 3.055 -0.950 -0.993
H 0.844 0.142 -2.216
H 1.515 1.243 -1.230
H -1.901 -0.312 -0.397
H -1.039 -3.722 -4.369
H -0.961 -1.304 -4.373
*
```

***

x.
# C6H13NO3S

A single C6H13NO3S molecule (ωB97M-V/def2-TZVPD, the OMol25 dataset).

Computed properties:
**SMILES string**: CC(C)(C)N=[S@](C)(=O)OC=O
**Gap between HOMO and LUMO**: 0.3890 Ha
**LUMO energy**: 0.6 eV

```
! RIJCOSX wB97M-V def2-TZVPD def2/J DEFGRID3
* xyz 0 1
C -3.470 -1.061 0.496
C 1.650 -1.140 -0.716
C 1.829 1.271 0.037
C 0.868 -0.619 1.494
C -2.535 1.237 -1.412
C 0.952 -0.090 0.094
N -0.346 0.171 -0.466
O -3.417 -1.372 -0.659
O -1.526 1.906 0.958
O -2.686 -0.240 1.067
S -1.543 0.826 0.040
H -4.241 -1.497 1.200
H 1.483 -0.974 -1.750
H 2.666 -1.292 -0.478
H 1.096 -2.178 -0.567
H 1.235 2.132 0.648
H 1.964 1.575 -1.084
H 2.788 1.024 0.563
H 1.761 -0.881 2.006
H 0.340 -0.022 2.199
H 0.232 -1.475 1.403
H -3.543 1.569 -1.054
H -1.806 2.082 -1.812
H -2.484 0.406 -1.962
*
```

***

Energetically preferred structure: w | next structure: +0.238 eV

***

w.
# C4H8O4

A single C4H8O4 molecule (ωB97M-V/def2-TZVPD, the OMol25 dataset).

Computed properties:
**SMILES string**: COC(O)(O)CC=O
**Gap between HOMO and LUMO**: 0.3517 Ha
**LUMO energy**: 0.4 eV

```
! RIJCOSX wB97M-V def2-TZVPD def2/J DEFGRID3
* xyz 0 1
C 0.953 -0.233 -0.346
C 0.588 -0.576 1.043
C -1.203 1.451 -0.514
C -0.927 -1.021 0.837
O -0.715 0.153 -0.800
O 1.266 -1.227 -1.211
O 1.767 0.821 -0.544
O -1.769 -0.721 1.680
H 1.578 -2.005 -0.720
H 1.718 1.028 -1.493
H 0.594 0.300 1.691
H 1.169 -1.406 1.445
H -0.983 -1.976 0.272
H -1.880 1.748 -1.319
H -1.748 1.459 0.434
H -0.406 2.203 -0.454
*
```

***

x.
# C4H8O4

2 unconnected molecules or ions with the total composition C4H8O4 (ωB97M-V/def2-TZVPD, the OMol25 dataset).

Computed properties:
**SMILES string**: CC(=O)O.C=COO
**Gap between HOMO and LUMO**: 0.3821 Ha
**LUMO energy**: 0.6 eV

```
! RIJCOSX wB97M-V def2-TZVPD def2/J DEFGRID3
* xyz 0 1
C -2.277 -0.589 -1.793
C -1.041 -0.642 -0.927
O -0.580 0.573 -0.636
O -0.506 -1.663 -0.569
H 0.520 0.696 -0.524
H -1.987 -0.352 -2.816
H -2.946 0.183 -1.436
H -2.787 -1.555 -1.772
C 1.158 0.056 1.459
C 0.512 0.696 2.406
O 1.760 0.842 0.316
O 2.795 0.108 -0.336
H 3.520 0.751 -0.364
H 1.434 -0.983 1.396
H 0.166 1.708 2.286
H 0.258 0.172 3.311
*
```

***

Energetically preferred structure: w | next structure: +1.770 eV

***

w.
# H33O16

16 unconnected molecules or ions with the total composition H33O16 (ωB97M-V/def2-TZVPD, the OMol25 dataset).

Computed properties:
**Gap between HOMO and LUMO**: 0.3790 Ha
**LUMO energy**: -2.9 eV

```
! RIJCOSX wB97M-V def2-TZVPD def2/J DEFGRID3
* xyz 1 1
O 2.181 -1.097 -0.914
H 2.185 -1.427 -0.029
H 2.765 -0.260 -1.048
O 0.168 3.443 2.635
H -2.113 -3.005 -4.472
H 1.018 4.302 2.597
O -2.294 -3.749 -3.823
H -3.016 -3.509 -3.383
H 1.611 1.332 0.746
O 0.479 -2.450 3.543
H 0.411 -2.925 4.336
H 4.140 -1.716 3.212
O 0.183 -0.454 2.019
H 0.123 -0.619 1.026
H 0.055 -1.387 2.515
O 2.228 1.491 -3.087
H 1.418 0.873 -3.179
H -3.527 -0.776 1.298
O -0.347 2.970 -1.117
H -0.961 3.601 -1.377
H -0.332 2.218 -1.624
O -3.581 -1.483 -1.806
H 1.115 -1.730 3.786
H -2.997 -1.939 -1.134
O 2.593 2.247 -0.752
H 3.325 2.115 -1.192
O -2.890 -0.348 0.602
H -1.424 -2.257 0.224
H -3.568 -0.400 -0.034
O -3.424 2.314 4.049
H -3.809 1.663 4.646
H -2.806 1.899 3.787
O 1.677 1.496 1.669
H 2.593 1.251 -3.994
H 0.877 0.318 2.173
O 3.813 -0.795 2.901
H 4.398 0.002 2.802
H 1.291 2.386 1.718
O -0.866 -1.515 0.328
H -0.976 -0.823 -0.270
H 2.126 2.508 -1.425
O -1.412 1.394 -3.042
H -2.294 1.529 -2.624
H -1.291 1.923 -3.737
O 1.631 -3.593 -3.154
H 1.177 -3.543 -2.393
H -0.169 3.415 1.737
H -4.367 -1.038 -1.483
H 1.911 -2.944 -3.620
*
```

***

x.
# H33O16

16 unconnected molecules or ions with the total composition H33O16 (ωB97M-V/def2-TZVPD, the OMol25 dataset).

Computed properties:
**Gap between HOMO and LUMO**: 0.3915 Ha
**LUMO energy**: -3.0 eV

```
! RIJCOSX wB97M-V def2-TZVPD def2/J DEFGRID3
* xyz 1 1
O -0.243 -1.895 2.820
H -0.163 -0.842 2.320
H 0.127 -1.556 3.637
O 0.411 -0.152 -4.198
H 2.567 0.605 -0.753
H -0.216 -4.888 -0.450
O 1.951 0.917 -0.126
H 1.386 1.369 -0.753
H 2.328 -2.012 1.697
O -2.253 2.394 -2.550
H -2.793 2.797 -1.906
H 2.267 0.677 3.838
O 0.656 3.654 1.436
H 0.908 -0.777 -3.966
H 0.381 4.600 1.593
O 3.196 0.790 2.221
H 2.623 1.285 1.626
H 0.617 -2.405 2.514
O -3.504 3.535 0.664
H -3.045 4.169 1.211
H -4.348 3.841 0.598
O 4.370 -2.338 1.342
H -2.959 1.758 -3.057
H 4.612 -3.239 1.477
O 1.832 -1.290 1.636
H -0.239 3.168 1.372
O 0.088 -4.702 0.478
H -3.206 -1.069 -2.858
H 0.941 -5.129 0.678
O -3.508 -0.184 -2.814
H -3.329 0.289 -3.592
H -0.153 -0.508 0.585
O 0.601 2.204 -2.798
H 3.878 0.248 1.848
H -1.522 -0.008 1.245
O 1.597 0.950 4.441
H 1.956 1.428 5.215
H -0.176 1.824 -2.975
O -0.454 0.104 1.291
H 0.443 3.122 -2.493
H 2.293 -0.529 1.885
O -1.613 -3.188 -3.550
H -0.739 -3.256 -3.891
H -1.873 -2.461 -4.056
O -3.625 -0.617 -0.163
H -2.832 -0.186 0.119
H 0.356 0.607 -3.753
H 4.596 -2.138 0.493
H -4.188 -0.965 0.421
*
```

***

Energetically preferred structure: x | next structure: +2.716 eV

***

w.
# CH3N5O2

A single CH3N5O2 molecule (ωB97M-V/def2-TZVPD, the OMol25 dataset).

Computed properties:
**SMILES string**: Nn1onn/c1=N\O
**Gap between HOMO and LUMO**: 0.3108 Ha
**LUMO energy**: -0.1 eV

```
! RIJCOSX wB97M-V def2-TZVPD def2/J DEFGRID3
* xyz 0 1
C 0.012 0.461 -0.039
H 1.186 -1.809 -0.144
H 0.022 -2.335 -1.211
H 0.703 2.641 0.134
N 0.196 -1.940 -0.328
N -0.452 -0.808 -0.173
N -1.743 0.411 1.187
N -0.866 1.167 0.788
N 1.097 0.894 -0.566
O -1.534 -0.875 0.779
O 1.379 2.192 -0.426
*
```

***

x.
# CH3N5O2

A single CH3N5O2 molecule (ωB97M-V/def2-TZVPD, the OMol25 dataset).

Computed properties:
**SMILES string**: N/N=c1\nnon1O
**Gap between HOMO and LUMO**: 0.2838 Ha
**LUMO energy**: -1.0 eV

```
! RIJCOSX wB97M-V def2-TZVPD def2/J DEFGRID3
* xyz 0 1
C -0.014 -0.110 0.142
H -3.295 -0.278 -0.610
H -2.225 0.882 0.523
H 2.727 -1.525 -0.033
N -2.321 -0.108 -0.059
N -1.163 -0.685 -0.231
N 0.062 1.140 0.656
N 1.101 1.788 0.084
N 1.284 -0.544 -0.338
O 1.847 0.681 -0.689
O 1.997 -1.242 0.555
*
```

***

Energetically preferred structure: w | next structure: +1.738 eV